# 1
64
Properties=species:S:1:pos:R:3 method="wB97M-V/def2-TZVPD" e_lumo_ev=-3.01 multiplicity=1 charge=+1 max_force_ev_per_a=0.60 orbital_gap_ev=8.79
H 2.66 -0.14 -1.30
H 1.96 1.42 -3.04
C 1.83 1.72 -2.00
H -1.07 7.22 3.11
C -2.33 -0.79 -1.29
H 2.76 2.20 -1.67
F 3.22 -2.40 0.85
C 1.74 0.44 -1.16
C 2.83 -8.66 -0.44
C -3.42 4.83 2.62
F -4.20 0.59 -1.88
C 0.35 3.23 -0.55
C -3.05 0.13 -2.33
H 4.34 -10.18 -0.53
C -4.17 6.44 4.24
H -1.46 5.17 1.79
C -2.23 5.52 2.47
O -0.80 4.08 -0.58
H -0.03 -2.84 -0.83
C 3.32 -6.68 -1.67
H -2.80 4.09 -0.86
C 0.85 -2.19 -0.75
C 2.46 -7.39 -0.85
O 1.88 -4.88 -1.70
H 0.94 3.55 -2.58
H 1.52 -6.96 -0.54
C 0.66 2.71 -1.94
O 3.69 -4.73 -2.83
C 4.53 -7.20 -2.10
H 5.84 -8.88 -2.00
O -3.18 -1.10 -0.23
C 4.05 -9.19 -0.85
H 2.17 -9.23 0.20
H -0.23 2.27 -2.40
O -3.58 8.68 5.65
H 1.71 -2.65 -1.24
S 0.42 -0.69 -1.66
F 1.87 -2.30 2.55
C 1.97 -2.62 1.28
O -2.19 2.52 0.24
H -5.33 4.76 3.61
H -0.91 -0.51 0.28
H 1.18 3.83 -0.16
N 2.94 -5.34 -2.10
F 1.70 -3.91 1.10
F -3.27 -0.53 -3.47
H 5.17 -6.62 -2.74
O 1.08 -1.82 0.59
F -2.29 1.21 -2.66
C -4.39 5.29 3.50
H 1.64 0.60 -0.09
C -1.99 3.53 -0.38
H 0.20 2.41 0.17
C -2.97 7.11 4.08
C -1.99 6.67 3.21
H -3.33 -0.32 0.32
H -4.91 6.82 4.93
C -1.04 -0.16 -0.75
H -1.06 0.92 -0.71
N -2.72 8.33 4.87
H -3.60 3.93 2.05
H -2.14 -1.74 -1.80
C 4.89 -8.46 -1.68
O -1.66 8.90 4.69



# 2
56
Properties=species:S:1:pos:R:3 method="wB97M-V/def2-TZVPD" e_lumo_ev="-3.33 / -5.75" multiplicity=6 charge=+1 de_lowest_kcal_mol=7.2 max_force_ev_per_a=0.86 orbital_gap_ev="8.57 / 6.29"
N -2.33 2.43 2.18
H 3.44 -0.20 -3.81
Fe -2.64 2.50 0.19
C -0.05 -0.14 -1.60
Se -1.05 0.91 -0.46
H -0.37 3.82 4.45
C -3.03 1.55 2.87
H -2.43 -2.93 1.82
C 0.77 -3.07 -3.48
C 1.58 -0.85 -2.91
O -4.02 1.39 0.74
H -1.99 -1.30 1.31
H 2.17 -0.07 0.34
C 1.87 1.46 -1.94
C -2.77 1.40 4.22
H 1.19 2.18 -1.48
H -2.00 -3.91 -0.39
C 0.64 -1.87 -2.80
C 2.84 0.80 0.34
C -1.52 -2.19 -1.53
C -1.79 2.21 4.78
C 2.28 1.91 1.22
H 3.77 0.52 -1.60
H 0.04 -3.86 -3.40
H -0.40 -3.96 -1.09
H -0.06 -3.68 1.24
C -1.59 -2.24 1.69
C 2.85 -2.18 -4.39
C -1.42 3.25 2.68
H -1.98 -2.59 -2.44
H 2.12 1.84 -2.93
N 1.12 0.21 -2.15
C -1.11 -3.31 -0.58
H 1.27 2.20 0.92
O -4.80 0.02 2.35
H 0.27 -2.11 0.57
C 3.12 1.24 -1.10
N -0.37 -1.39 -1.97
C -4.06 0.88 1.98
C -1.11 3.16 4.02
O -1.57 3.99 0.44
H -2.24 -1.51 -1.07
H -1.57 2.12 5.84
C -0.92 4.19 1.60
C -0.54 -2.83 0.75
H 2.90 2.81 1.18
C 1.90 -3.21 -4.27
H 2.23 1.59 2.27
C 2.71 -0.99 -3.72
H 2.05 -4.13 -4.82
O -0.07 5.01 1.78
H 3.78 0.45 0.77
H -3.34 0.68 4.80
H -1.16 -2.04 2.67
H 3.66 2.19 -1.08
H 3.71 -2.34 -5.02



| no. | DFT total energy (eV) |
| --- | --- |
| 1 | -69708.2276 |
| 2 | -135608.9621 |